A single C2H4N2O2 molecule, computed with ωB97M-V/def2-TZVPD.

```
10
Properties=species:S:1:pos:R:3:forces:R:3:lowdin_charge:R:1
C 1.048 -0.665 0.507 3.790 -4.564 0.899 -0.21
H -2.472 1.232 -0.984 0.858 -2.385 2.304 0.15
O 1.666 1.236 -0.231 -1.303 0.104 -1.428 -0.06
N -0.905 0.665 0.194 -1.458 -2.285 -2.167 0.03
H 0.747 0.910 -0.555 1.264 2.680 0.193 0.08
C -0.334 -0.508 0.272 -3.048 -0.399 0.436 -0.18
O -2.279 0.409 -0.354 0.907 2.680 -0.800 -0.13
H -0.916 -1.554 0.236 0.951 2.667 -0.344 0.17
N 2.093 0.055 0.230 -1.397 -0.671 0.766 0.01
H 1.351 -1.779 0.685 -0.563 2.172 0.141 0.14
```
Forces are in eV/Å.

The LUMO energy comes out at -0.0234 Ha. For the orbital gap, the calculation gives 0.33279 Eh. The SMILES is O/N=C\C=N\O.

=====

A single C2H4N2O2 molecule, computed with ωB97M-V/def2-TZVPD.

```
10
Properties=species:S:1:pos:R:3:forces:R:3:lowdin_charge:R:1
C -0.650 -0.242 0.019 -8.460 1.256 -0.954 -0.59
H 2.273 -1.722 -0.131 -0.841 1.642 -0.502 0.18
C 1.716 -0.705 -0.122 -0.490 -2.090 1.589 -0.21
O 0.323 -1.076 -0.055 4.524 -1.223 -0.549 0.06
H -1.253 1.702 0.275 1.520 -1.547 -1.286 0.14
N -1.895 -0.759 0.004 6.180 -1.947 0.538 0.12
O 2.205 0.356 0.089 -0.554 -0.343 -0.637 0.10
H -2.661 -0.198 0.148 -1.546 2.237 0.157 -0.02
H 0.439 1.540 -0.021 -1.254 -0.844 -0.227 0.09
N -0.499 1.105 -0.205 0.921 2.858 1.872 0.11
```
Forces are in eV/Å.

The LUMO energy comes out at 0.0140 Ha. For the orbital gap, the calculation gives 0.34518 Eh. The SMILES is [H]/N=C(\N)OC=O.

=====

A single C2H4N2O2 molecule, computed with ωB97M-V/def2-TZVPD.

```
10
Properties=species:S:1:pos:R:3:forces:R:3:lowdin_charge:R:1
O -0.278 -1.289 -1.799 0.137 0.453 2.954 0.00
N -0.233 -1.534 -0.612 -0.758 -0.503 -0.756 0.01
C 1.121 1.045 -0.469 -0.665 -0.749 0.298 0.03
H -0.487 1.480 0.797 0.097 0.038 -0.042 0.11
N -0.684 -0.471 0.305 0.324 -1.495 -2.478 -0.19
C 0.018 0.707 0.222 0.819 2.633 0.217 -0.20
H -1.726 -1.419 1.504 0.229 0.185 0.308 0.11
O -0.890 -0.934 1.605 0.151 -0.416 -0.694 0.01
H 1.438 2.080 -0.526 -0.139 -0.141 0.285 0.06
H 1.721 0.335 -1.026 -0.195 -0.006 -0.091 0.05
```
Forces are in eV/Å.

The LUMO energy (spin up / spin down) comes out at -0.0135 / -0.0135 Ha. For the orbital gap (spin up / spin down), the calculation gives 0.31585 / 0.31583 Eh. The SMILES is C=CN(O)N=O.

=====

Values of largest force on an atom, in order: 0.117; 0.167; 0.058, all in hartree/bohr.
Values of energy above the lowest of the compared OMol25 structures with the same formula, charge and spin, in order: 632.8; 233.7; 629.5, all in kJ/mol.